(1)
Molecular formula: C4H7NO2
Method: DFT, ωB97M-V/def2-TZVPD

Structure (ORCA input):
```
! wB97M-V def2-TZVPD RIJCOSX def2/J DEFGRID3
* xyz 0 1
C -0.1252 -0.2199 -1.1865
C -0.6495 0.9531 -0.5560
N 2.5029 -0.0426 1.1743
C -1.7780 -0.9011 0.0893
C -1.7980 0.4320 0.2010
O 1.4507 0.2173 0.2932
O -0.7775 -1.3143 -0.7821
H 0.5827 -0.3452 -1.9851
H 2.3537 -0.9591 1.5926
H 3.3706 -0.0693 0.6418
H -2.3382 -1.6946 0.5509
H -0.6904 1.8971 -1.0870
H 0.3922 1.0337 0.2748
H -2.4961 1.0128 0.7788
*
```

Properties
- HOMO (eV) = -7.9
- HOMO-LUMO gap (eV) = 8.8

Results of the Mulliken charge analysis, in e, for atoms 1 through 5:
1 C 0.060
2 C -0.464
3 N -0.463
4 C -0.500
5 C -0.260

***

(2)
Molecular formula: C2H3N2OP
Method: DFT, ωB97M-V/def2-TZVPD

Structure (ORCA input):
```
! wB97M-V def2-TZVPD RIJCOSX def2/J DEFGRID3
* xyz 0 1
C -0.6174 0.6708 1.6918
C 0.3870 -0.0776 0.0067
N -0.1305 -0.4786 2.0309
N 0.5087 -0.9644 0.9672
O -0.3290 0.9968 0.4265
P 1.0630 -0.1473 -1.6171
H -1.1955 1.3297 2.3053
H -1.2320 0.1097 -4.4154
H 1.5458 -1.4391 -1.3960
*
```

Properties
- HOMO (spin up / spin down) (eV) = -10.7 / -8.7
- HOMO-LUMO gap (spin up / spin down) (eV) = 8.8 / 9.3

Results of the Mulliken charge analysis, in e, for atoms 1 through 5:
1 C 0.102
2 C 0.424
3 N -0.375
4 N -0.261
5 O -0.276

***

(3)
Molecular formula: C4H9N2
Method: DFT, ωB97M-V/def2-TZVPD

Structure (ORCA input):
```
! wB97M-V def2-TZVPD RIJCOSX def2/J DEFGRID3
* xyz 1 1
C 1.0736 1.1022 -1.3726
N 0.7755 -0.2031 -0.7195
C -0.1837 -0.1412 0.3428
C -0.3336 -0.0653 1.8263
C -1.1361 -1.0496 1.0049
N -1.9012 -0.1336 0.1910
H 0.1510 1.5576 -1.7259
H 1.5430 1.7794 -0.6624
H 1.7509 0.9424 -2.2086
H 1.6527 -0.5844 -0.3322
H 0.4606 -0.8616 -1.4504
H -0.8499 0.7883 2.2422
H 0.4591 -0.4635 2.4441
H -1.2533 -2.1124 1.1066
H -2.2087 -0.5552 -0.6863
*
```

Properties
- HOMO (eV) = -13.5
- SMILES = C[NH2+][C@]12C[C@H]1N2
- HOMO-LUMO gap (eV) = 9.8

Results of the Mulliken charge analysis, in e, for atoms 1 through 5:
1 C -0.816
2 N -0.064
3 C 0.102
4 C -0.386
5 C -0.361

***

(4)
Molecular formula: C17H34Br3NO29PS7
Method: DFT, ωB97M-V/def2-TZVPD

Structure (ORCA input):
```
! wB97M-V def2-TZVPD RIJCOSX def2/J DEFGRID3
* xyz 1 1
C -0.8133 -1.0593 5.3632
C -0.7121 -0.6893 3.9088
Br -1.7034 -1.7538 2.7368
C 0.0161 0.3415 3.4392
Br 0.0301 0.7517 1.6068
N 0.7795 1.2117 4.3025
Br -0.2180 2.8243 4.6533
P 2.4776 1.6508 3.6548
O 2.5419 3.0945 3.3903
H 0.0560 -1.6640 5.6207
H -0.7859 -0.1386 5.9530
H -1.7512 -1.5496 5.5887
H 0.9201 0.7922 5.2258
H 3.3519 1.3679 4.7254
H 2.8513 0.8261 2.5807
C -2.5318 7.0894 2.7632
C -3.0091 5.9521 1.8848
O -3.5104 4.9755 2.8112
S -4.1411 5.7215 4.0852
O -5.5421 5.8169 3.9113
O -3.5564 5.1653 5.2539
O -3.4993 7.1610 3.8178
H -1.5570 6.8716 3.2054
H -2.4840 8.0362 2.2331
H -2.2143 5.5260 1.2791
H -3.8316 6.2633 1.2383
C 0.5595 -5.4577 -0.0681
C 1.5201 -6.2118 0.8226
O 2.0607 -5.2011 1.6962
S 0.9517 -4.0906 1.9778
O 0.3240 -4.3652 3.2243
O 1.5268 -2.8214 1.7040
O -0.0521 -4.4891 0.8077
H 1.0834 -4.9237 -0.8582
H -0.1978 -6.1011 -0.5063
H 2.3152 -6.6958 0.2638
H 1.0032 -6.9507 1.4378
C -4.4146 -1.9561 0.4952
C -5.4712 -1.1967 1.2672
O -6.6180 -1.2248 0.4096
S -6.6404 -2.5940 -0.4219
O -7.4985 -3.5179 0.2237
O -6.7792 -2.2759 -1.7974
O -5.1256 -3.0291 -0.1361
H -3.9669 -1.3361 -0.2819
H -3.6261 -2.3497 1.1322
H -5.1816 -0.1709 1.4771
H -5.7278 -1.7015 2.2019
C -3.6657 -0.1472 -4.3227
C -4.3486 1.1806 -4.0892
O -3.9453 1.5526 -2.7546
S -2.4727 1.0142 -2.4761
O -1.5415 2.0648 -2.6912
O -2.4912 0.2801 -1.2560
O -2.3780 -0.0057 -3.6913
H -4.1988 -0.9640 -3.8322
H -3.5463 -0.3757 -5.3775
H -5.4300 1.1091 -4.1568
H -3.9892 1.9438 -4.7796
C 0.5307 5.0777 -5.9279
C -0.5155 5.7420 -5.0591
O -1.7071 5.7143 -5.8560
S -1.7138 4.3990 -6.7665
O -2.4932 3.4001 -6.1253
O -1.9501 4.7798 -8.1088
O -0.1717 4.0153 -6.5845
H 0.9120 5.7603 -6.6897
H 1.3605 4.6790 -5.3510
H -0.2588 6.7650 -4.7994
H -0.6997 5.1688 -4.1475
C 7.0192 -2.2009 2.4344
C 6.9900 -1.1253 1.3682
O 5.6337 -1.1524 0.8809
S 4.6458 -1.5560 2.0642
O 4.0872 -0.3549 2.6229
O 3.8199 -2.6114 1.6315
O 5.7398 -2.0953 3.0859
H 7.0970 -3.1989 2.0002
H 7.8216 -2.0556 3.1515
H 7.6894 -1.3154 0.5592
H 7.1814 -0.1363 1.7872
C 6.2059 -3.7045 -2.5767
C 5.2436 -2.9341 -1.6964
O 3.9726 -3.0899 -2.3375
S 3.9018 -4.5236 -3.0470
O 3.2273 -5.4293 -2.1823
O 3.5025 -4.3414 -4.3912
O 5.4646 -4.8584 -2.9912
H 6.4815 -3.1339 -3.4654
H 7.1069 -4.0064 -2.0490
H 5.4989 -1.8823 -1.6129
H 5.1753 -3.3716 -0.6978
*
```

Properties
- HOMO (eV) = -12.6
- HOMO-LUMO gap (eV) = 7.8

Results of the Mulliken charge analysis, in e, for atoms 1 through 5:
1 C -1.516
2 C 0.728
3 Br -0.004
4 C -0.140
5 Br 0.092

***

(5)
Molecular formula: C36H58Ba2N3O16
Method: DFT, ωB97M-V/def2-TZVPD

Structure (ORCA input):
```
! wB97M-V def2-TZVPD RIJCOSX def2/J DEFGRID3
* xyz 3 1
Ba -4.6098 -4.4956 2.5937
Ba -0.5226 -3.2034 7.0451
C 0.7051 -1.5581 0.8819
C -0.2469 -2.3487 1.7834
O -0.9055 -3.2437 1.2217
O -0.3444 -2.0583 2.9714
H 1.7341 -1.8906 1.0187
H 0.7986 -0.5405 1.2612
H 0.5160 -1.5121 -0.1906
C 0.9643 -7.5916 -0.5539
C 0.5656 -8.4399 0.4851
C 1.5277 -9.2912 0.9815
C 2.8289 -9.4296 0.4455
C 3.0963 -8.5874 -0.7122
C 2.1836 -7.6569 -1.1792
N 3.6010 -10.6019 0.9051
O 4.7523 -10.6471 0.6023
O 3.1184 -11.5125 1.5202
H 0.2450 -6.8242 -0.7991
H -0.4074 -8.2090 0.8928
H 1.1954 -9.9311 1.7856
H 4.0752 -8.6209 -1.1673
H 2.4463 -7.0466 -2.0306
C 5.1269 8.5704 -1.7732
C 5.8266 7.8788 -0.7371
C 5.4020 6.6744 -0.2087
C 4.0942 6.1845 -0.5746
C 3.3149 6.9314 -1.4897
C 3.8356 8.0910 -2.1022
N 3.6794 4.8564 0.0046
O 2.5939 4.3574 -0.4865
O 4.4534 4.2661 0.7478
H 5.6547 9.3811 -2.2534
H 6.8027 8.2104 -0.4151
H 5.9774 6.2255 0.5875
H 2.3761 6.6132 -1.9182
H 3.3063 8.5287 -2.9357
C -0.4426 4.0303 6.0742
C -0.1934 5.3777 6.2153
C -0.2715 6.1633 5.0997
C -0.2843 5.6502 3.8020
C -0.3120 4.2494 3.6586
C -0.4356 3.4351 4.7989
N -0.2347 6.4798 2.6227
O -0.5918 6.1624 1.4439
O 0.3463 7.5564 2.7846
H -0.6024 3.4308 6.9582
H -0.2113 5.8699 7.1765
H -0.1263 7.2222 5.2549
H -0.3051 3.7632 2.6943
H -0.6819 2.4082 4.5724
C -7.1353 -4.8289 -1.3525
O -5.8632 -4.6582 -0.9090
C -4.8799 -5.1309 -1.9351
C -4.7386 -6.6180 -1.7936
O -4.5102 -6.9473 -0.3771
C -4.8861 -8.2632 -0.1870
H -7.5094 -5.8507 -1.4163
H -7.2246 -4.5367 -2.3988
H -7.8211 -4.3701 -0.6403
H -3.9454 -4.6701 -1.6152
H -5.1818 -4.8625 -2.9474
H -3.8453 -6.9401 -2.3287
H -5.5878 -7.2081 -2.1384
H -5.9357 -8.4234 -0.4334
H -4.8105 -8.6669 0.8227
H -4.3825 -8.9357 -0.8813
C -5.9333 4.2118 1.7250
O -6.1770 2.7944 1.6659
C -5.0202 1.9940 1.7372
C -5.3061 0.5449 0.9738
O -6.1026 -0.3405 1.7406
C -7.3666 0.1059 1.9711
H -5.3591 4.4818 2.6113
H -6.8850 4.7429 1.7076
H -5.3517 4.4721 0.8406
H -4.6360 1.8732 2.7501
H -4.2270 2.5169 1.2029
H -4.3506 0.0212 0.9433
H -5.7164 0.6445 -0.0311
H -7.8834 0.3332 1.0387
H -7.2922 0.9078 2.7056
H -8.0665 -0.5951 2.4260
C -1.1504 1.7657 -3.0915
O -2.1184 2.6436 -3.5581
C -1.7280 3.5052 -4.5833
C -1.6895 4.9556 -4.2359
O -2.8929 5.4629 -3.6587
C -2.9815 6.8442 -3.5489
H -0.7851 0.9927 -3.7675
H -1.6591 1.3612 -2.2164
H -0.2704 2.1820 -2.6010
H -2.4330 3.4297 -5.4112
H -0.7269 3.3175 -4.9714
H -1.1384 5.4579 -5.0309
H -0.9481 5.0564 -3.4433
H -2.9651 7.4367 -4.4636
H -2.1024 7.2113 -3.0193
H -3.8740 7.0501 -2.9581
C 6.5064 -2.4989 -1.5996
O 7.7446 -3.1042 -1.3545
C 8.8772 -2.2517 -1.0245
C 8.7537 -1.3602 0.2167
O 7.7346 -0.2998 0.0367
C 8.1951 0.7867 -0.8209
H 5.8756 -3.2390 -2.0919
H 6.6573 -1.7604 -2.3870
H 6.0812 -1.9791 -0.7410
H 9.1194 -1.6557 -1.9044
H 9.7935 -2.8234 -0.8771
H 9.7495 -1.0372 0.5205
H 8.0785 -1.8686 0.9049
H 7.3414 1.1075 -1.4178
H 8.9858 0.5444 -1.5310
H 8.4854 1.6417 -0.2104
*
```

Properties
- HOMO (eV) = -12.6
- HOMO-LUMO gap (eV) = 1.2

Results of the Mulliken charge analysis, in e, for atoms 1 through 5:
1 Ba 1.767
2 Ba 1.879
3 C -0.801
4 C 0.837
5 O -0.665

***

(6)
Molecular formula: C3H5NO2
Method: DFT, ωB97M-V/def2-TZVPD

Structure (ORCA input):
```
! wB97M-V def2-TZVPD RIJCOSX def2/J DEFGRID3
* xyz 0 1
O 0.9509 -2.1411 -0.1727
C 0.5823 -1.0241 0.0343
C 1.1590 0.4214 -0.0062
C -0.2341 0.9800 -0.2008
N -0.7513 -0.3640 -0.0736
O -2.1009 -0.9182 -0.1543
H 1.7149 0.7010 0.9774
H 1.8995 0.4775 -0.7964
H -0.4849 1.7088 0.6485
H -0.4674 1.3420 -1.1453
H -2.2680 -1.1830 0.8891
*
```

Properties
- HOMO (eV) = -9.4
- SMILES = O=C1CCN1O
- HOMO-LUMO gap (eV) = 10.1

Results of the Mulliken charge analysis, in e, for atoms 1 through 5:
1 O -0.538
2 C 0.347
3 C -0.409
4 C -0.479
5 N 0.166

***

Total energy list, top to bottom, in eV: -9841.620 -16433.844 -7263.534 -374295.537 -76843.952 -8773.963